C5H7N3O as an isolated structure in a non-equilibrium geometry, computed with ωB97M-V/def2-TZVPD.

## Properties
strongest force on any atom = 6.0 eV Å⁻¹
ΔE to the lowest compared entry with this formula, charge and spin = 891.4 kJ/mol
E = -433.904805 Eh

```
! wB97M-V def2-TZVPD RIJCOSX def2/J DEFGRID3
* xyz 0 1
C -1.410 1.858 -2.765
C -0.512 1.391 -1.680
C -0.035 0.811 -0.765
C 0.330 -0.323 -0.035
C -0.396 -0.074 1.438
H -0.897 2.330 -3.660
H -1.485 0.566 -3.361
H -2.458 2.434 -2.640
H -1.531 -0.146 1.116
H 0.890 -0.785 4.125
H 1.070 -1.881 1.602
H 2.612 -2.411 0.659
N -0.247 -0.162 2.686
N 1.320 -1.205 -0.413
N 1.630 -2.004 0.658
O 1.118 -0.400 3.033
*
```

A 11-piece molecular cluster, C86H70Cl8N2O10 overall in a non-equilibrium geometry, computed with ωB97M-V/def2-TZVPD.

## Properties
strongest force on any atom = 1.7 eV Å⁻¹
E = -7862.746399 Eh

```
! wB97M-V def2-TZVPD RIJCOSX def2/J DEFGRID3
* xyz 0 1
O 0.699 -0.371 8.630
C -0.172 0.028 7.891
C -0.161 -0.331 6.446
C 0.912 -1.068 5.958
C 0.855 -1.597 4.678
C -0.230 -1.351 3.850
C -1.298 -0.615 4.349
C -1.233 -0.025 5.603
C -2.378 0.760 6.117
O -3.397 0.894 5.471
C -2.300 1.272 7.524
C -3.297 2.130 7.950
C -3.240 2.622 9.259
C -2.305 2.128 10.157
C -1.340 1.224 9.737
C -1.307 0.837 8.410
H 1.692 -1.365 6.645
H 1.633 -2.288 4.372
H -0.358 -1.808 2.879
H -2.223 -0.582 3.784
H -4.138 2.437 7.347
H -3.912 3.424 9.540
H -2.242 2.551 11.151
H -0.603 0.927 10.469
O -1.812 -0.595 -4.423
C -1.710 -1.799 -4.492
C -0.489 -2.453 -5.011
C 0.591 -1.668 -5.404
C 1.769 -2.244 -5.846
C 1.866 -3.629 -5.904
C 0.825 -4.418 -5.437
C -0.369 -3.853 -5.018
C -1.523 -4.715 -4.611
O -1.468 -5.908 -4.789
C -2.698 -4.062 -3.979
C -3.755 -4.835 -3.527
C -4.981 -4.262 -3.250
C -5.138 -2.887 -3.393
C -4.062 -2.094 -3.761
C -2.850 -2.675 -4.099
H 0.571 -0.597 -5.239
H 2.589 -1.589 -6.111
H 2.723 -4.106 -6.363
H 0.956 -5.490 -5.507
H -3.714 -5.917 -3.489
H -5.841 -4.789 -2.854
H -6.050 -2.368 -3.125
H -4.211 -1.029 -3.874
O 0.054 7.725 -5.250
C -0.171 6.794 -4.513
C -1.295 5.850 -4.806
C -2.215 6.194 -5.789
C -3.126 5.240 -6.221
C -3.283 4.054 -5.522
C -2.380 3.707 -4.515
C -1.411 4.626 -4.147
C -0.521 4.302 -3.005
O -0.613 3.257 -2.390
C 0.506 5.307 -2.602
C 1.357 5.040 -1.548
C 2.316 5.963 -1.172
C 2.565 7.102 -1.934
C 1.700 7.360 -2.986
C 0.702 6.467 -3.360
H -2.138 7.151 -6.286
H -3.765 5.455 -7.069
H -4.022 3.336 -5.856
H -2.459 2.710 -4.106
H 1.293 4.124 -0.973
H 2.932 5.717 -0.313
H 3.397 7.741 -1.679
H 1.824 8.249 -3.594
O 0.627 -3.862 1.893
C 1.055 -4.978 1.687
C 1.236 -5.466 0.293
C 0.959 -4.574 -0.731
C 1.174 -4.885 -2.056
C 1.643 -6.162 -2.364
C 1.949 -7.046 -1.343
C 1.807 -6.706 -0.010
C 2.338 -7.561 1.087
O 2.984 -8.556 0.871
C 1.955 -7.160 2.469
C 2.136 -8.069 3.503
C 1.848 -7.757 4.815
C 1.369 -6.478 5.100
C 1.105 -5.582 4.094
C 1.383 -5.929 2.779
H 0.558 -3.604 -0.476
H 1.035 -4.116 -2.801
H 1.719 -6.434 -3.409
H 2.435 -7.979 -1.610
H 2.494 -9.060 3.239
H 1.982 -8.443 5.638
H 1.042 -6.222 6.102
H 0.687 -4.607 4.298
O 1.494 2.559 1.957
C 0.890 3.603 2.013
C -0.604 3.639 2.108
C -1.294 2.481 2.422
C -2.687 2.509 2.455
C -3.349 3.695 2.134
C -2.662 4.851 1.816
C -1.270 4.844 1.884
C -0.547 6.120 1.659
O -1.081 7.121 1.236
C 0.893 6.102 2.055
C 1.570 7.299 2.272
C 2.942 7.315 2.482
C 3.648 6.123 2.501
C 2.969 4.913 2.382
C 1.612 4.909 2.084
H -0.814 1.547 2.680
H -3.305 1.678 2.767
H -4.432 3.656 2.087
H -3.181 5.755 1.528
H 1.003 8.222 2.231
H 3.390 8.275 2.704
H 4.690 5.996 2.770
H 3.439 3.954 2.552
C -0.342 -0.744 -0.066
C -0.391 0.019 -1.370
C 0.963 0.442 -1.957
C 1.874 -0.706 -1.971
N 2.567 -1.618 -1.970
H -0.136 -0.096 0.795
H 0.416 -1.521 0.068
H -1.286 -1.266 0.088
H -1.054 0.884 -1.312
H -0.886 -0.597 -2.131
H 1.391 1.174 -1.269
H 0.891 0.869 -2.952
C -4.096 0.850 -0.579
C -4.689 -0.527 -0.858
C -5.504 -1.132 0.285
C -6.263 -2.362 0.097
N -6.864 -3.328 -0.060
H -3.667 1.313 -1.462
H -3.399 0.803 0.260
H -4.901 1.515 -0.235
H -3.825 -1.178 -1.034
H -5.271 -0.566 -1.779
H -6.236 -0.392 0.630
H -4.759 -1.297 1.070
Cl 6.506 -2.651 0.912
C 5.155 -2.697 -0.233
C 4.390 -3.991 -0.285
Cl 5.460 -5.371 -0.738
H 5.540 -2.489 -1.232
H 4.479 -1.886 0.034
H 3.580 -3.946 -0.996
H 4.065 -4.261 0.719
Cl -3.552 -7.715 0.945
C -3.128 -6.011 1.260
C -3.735 -5.133 0.186
Cl -2.815 -3.596 0.109
H -2.046 -5.927 1.302
H -3.536 -5.744 2.231
H -4.740 -4.860 0.493
H -3.754 -5.578 -0.801
Cl 2.851 2.379 -4.280
C 3.376 4.087 -4.441
C 4.846 4.089 -4.815
Cl 5.405 5.781 -4.952
H 3.311 4.532 -3.451
H 2.742 4.582 -5.168
H 5.075 3.558 -5.733
H 5.422 3.642 -4.008
Cl 3.919 1.610 -0.596
C 5.720 1.460 -0.413
C 6.408 2.734 -0.756
Cl 6.096 4.109 0.339
H 6.013 0.591 -0.993
H 5.795 1.221 0.646
H 6.179 3.113 -1.748
H 7.488 2.579 -0.739
*
```

One molecule with the formula C5H9Cl in a non-equilibrium geometry, computed with ωB97M-V/def2-TZVPD.

## Properties
strongest force on any atom = 6.1 eV Å⁻¹
ΔE to the lowest compared entry with this formula, charge and spin = 164.6 kJ/mol
E = -656.035092 Eh

```
! wB97M-V def2-TZVPD RIJCOSX def2/J DEFGRID3
* xyz 0 1
C 1.247 0.672 0.757
C -0.262 0.889 0.424
C -0.632 0.995 -1.027
C -1.214 -0.021 -0.174
C -0.809 -1.479 -0.243
Cl -2.910 0.141 0.173
H 1.706 1.639 0.946
H 1.696 0.193 -0.047
H 1.264 0.054 1.638
H -0.618 1.810 1.183
H -1.394 1.733 -1.289
H 0.113 0.885 -1.749
H 0.058 -1.459 0.343
H -0.612 -1.673 -1.285
H -1.418 -2.298 0.124
*
```

C7H17N3S4Sn as an isolated structure, computed with ωB97M-V/def2-TZVPD.

## Properties
strongest force on any atom = 0.5 eV Å⁻¹
E = -2247.723480 Eh

```
! wB97M-V def2-TZVPD RIJCOSX def2/J DEFGRID3
* xyz 2 1
Sn 0.142 -0.048 -0.611
C 3.090 2.068 -0.392
C 2.213 3.108 0.283
S 0.423 2.880 -0.032
C -0.301 2.946 1.635
C 0.201 1.926 2.640
S 0.094 0.174 2.115
C 1.761 -0.458 2.506
C 2.928 0.264 1.860
S 2.841 0.301 0.032
H 4.139 2.282 -0.186
H 2.947 2.090 -1.473
H 2.474 4.081 -0.131
H 2.366 3.157 1.359
H -1.373 2.848 1.461
H -0.126 3.947 2.030
H -0.408 1.993 3.541
H 1.234 2.117 2.922
H 1.727 -1.507 2.206
H 1.861 -0.423 3.592
H 3.846 -0.268 2.111
H 3.034 1.288 2.209
N -2.641 -0.443 0.143
N -3.010 -1.781 0.035
C -2.127 -2.793 -0.008
N -2.627 -4.017 -0.021
S -0.429 -2.610 -0.044
H -2.946 -0.089 1.045
H -3.119 0.088 -0.579
H -3.996 -2.004 0.044
H -3.620 -4.199 -0.023
H -2.008 -4.809 -0.082
*
```

C20H44CdNO2P2 as an isolated structure in a non-equilibrium geometry, computed with ωB97M-V/def2-TZVPD.

## Properties
strongest force on any atom = 3.1 eV Å⁻¹
E = -1843.857075 Eh

```
! wB97M-V def2-TZVPD RIJCOSX def2/J DEFGRID3
* xyz 1 1
Cd -0.188 -0.076 0.093
P -0.437 2.202 1.252
P -0.206 -1.479 -2.063
N -1.625 1.125 -1.274
C -1.727 3.111 0.317
H -2.549 3.413 0.979
H -1.280 4.038 -0.076
C -2.307 2.321 -0.887
H -3.373 2.073 -0.656
H -2.371 3.014 -1.759
C -1.814 0.755 -2.650
H -1.036 1.278 -3.258
H -2.796 1.086 -3.061
C -1.670 -0.747 -2.928
H -1.583 -0.913 -4.012
H -2.562 -1.274 -2.562
C -0.657 -3.273 -2.038
C -1.566 -3.553 -0.834
H -2.489 -2.961 -0.860
H -1.052 -3.351 0.117
H -1.851 -4.614 -0.844
C 1.115 -1.164 -3.312
C 2.505 -1.463 -2.728
H 3.255 -0.896 -3.294
H 2.758 -2.529 -2.804
H 2.583 -1.159 -1.675
C 1.001 3.361 1.390
C 2.028 2.913 2.440
H 2.946 3.502 2.297
H 2.287 1.853 2.322
H 1.690 3.088 3.472
C -1.177 1.933 2.935
C -0.345 0.946 3.768
H -0.934 0.641 4.646
H 0.583 1.410 4.129
H -0.074 0.037 3.212
C -2.314 -0.640 1.186
O -3.416 -0.861 1.403
C 0.850 -1.852 -4.660
H -0.070 -2.450 -4.673
H 0.755 -1.089 -5.444
H 1.688 -2.503 -4.941
C 0.607 4.834 1.545
H 1.439 5.391 1.998
H 0.407 5.281 0.563
H -0.279 4.972 2.177
C -1.440 3.235 3.689
H -1.975 2.992 4.617
H -0.511 3.748 3.971
H -2.073 3.927 3.121
C 0.569 -4.185 -2.050
H 1.259 -3.960 -1.222
H 0.238 -5.226 -1.932
H 1.119 -4.119 -2.997
H -1.237 -3.430 -2.965
H -2.151 1.463 2.712
H 1.037 -0.071 -3.466
H 1.472 3.257 0.394
H 2.437 3.792 -2.458
H 1.728 3.704 -2.632
C 2.550 -3.259 1.549
C 1.298 -2.562 1.957
C 0.474 -3.200 3.018
O 0.994 -1.440 1.472
H 2.458 -4.329 1.762
H 3.398 -2.872 2.134
H 2.772 -3.109 0.482
H 0.793 -2.827 4.003
H -0.594 -2.971 2.893
H 0.636 -4.284 3.000
*
```

C5H8S as an isolated structure in a non-equilibrium geometry, computed with ωB97M-V/def2-TZVPD.

## Properties
strongest force on any atom = 6.1 eV Å⁻¹
ΔE to the lowest compared entry with this formula, charge and spin = 379.8 kJ/mol
E = -593.343576 Eh

```
! wB97M-V def2-TZVPD RIJCOSX def2/J DEFGRID3
* xyz 0 1
C -1.059 -0.299 0.872
C 0.802 0.716 -0.943
C 0.707 -0.622 -0.526
C 1.273 -1.519 0.671
C 0.339 -0.559 0.956
H -1.403 0.143 1.808
H -1.795 -1.100 0.688
H 0.992 1.083 -1.911
H 1.501 1.203 -0.108
H 0.165 -1.375 -1.034
H 0.994 -2.645 0.510
H 2.192 -1.312 1.173
H 0.849 0.229 1.546
S -0.991 1.092 -0.553
*
```

A 2-piece molecular cluster, C6H5N overall in a non-equilibrium geometry, computed with ωB97M-V/def2-TZVPD.

## Properties
strongest force on any atom = 3.8 eV Å⁻¹
ΔE to the lowest compared entry with this formula, charge and spin = 395.6 kJ/mol
E = -286.192502 Eh

```
! wB97M-V def2-TZVPD RIJCOSX def2/J DEFGRID3
* xyz 0 1
C 1.094 -2.551 -0.800
C 1.113 -1.624 -0.026
C 1.259 -0.745 1.046
N 1.298 0.032 1.889
H 1.101 -3.135 -1.733
C -1.871 1.236 0.660
C -0.756 1.193 -0.040
C 0.328 1.088 -0.692
H -2.899 1.144 0.150
H -1.959 1.349 1.739
H 0.805 1.952 -1.200
H 0.488 0.060 -0.994
*
```

An isolated ion of composition C3H11N3 and charge +2 in a non-equilibrium geometry, computed with ωB97M-V/def2-TZVPD.

## Properties
strongest force on any atom = 5.0 eV Å⁻¹
ΔE to the lowest compared entry with this formula, charge and spin = 427.2 kJ/mol
E = -284.314950 Eh

```
! wB97M-V def2-TZVPD RIJCOSX def2/J DEFGRID3
* xyz 2 1
C 1.987 0.516 0.210
N 0.682 0.505 -0.550
N -0.526 -0.008 -0.022
C -0.535 -1.438 -0.197
C -1.393 0.710 0.879
N -1.647 0.721 -0.577
H 2.879 0.674 -0.534
H 1.986 1.372 0.948
H 2.088 -0.485 0.550
H 0.693 -0.038 -1.426
H 0.414 1.480 -0.688
H -0.308 -1.966 -1.217
H 0.288 -1.971 0.407
H -1.411 -1.751 0.220
H -0.919 1.599 1.256
H -1.888 0.057 1.663
H -2.391 0.022 -0.923
*
```

An isolated ion of composition C5H13NO2PS and charge +1 in a non-equilibrium geometry, computed with ωB97M-V/def2-TZVPD.

## Properties
strongest force on any atom = 5.1 eV Å⁻¹
ΔE to the lowest compared entry with this formula, charge and spin = 0.0 kJ/mol
E = -1142.864666 Eh

```
! wB97M-V def2-TZVPD RIJCOSX def2/J DEFGRID3
* xyz 1 1
C 1.841 -1.200 1.943
C 0.895 -0.839 0.773
O 1.093 -1.246 -0.350
N -0.284 0.047 0.806
C -0.929 0.551 2.033
P -0.729 0.203 -0.803
C -1.582 -1.197 -1.390
O -1.835 1.406 -0.719
C 0.534 0.817 -1.990
S 2.082 1.636 -1.495
H 2.417 -1.989 1.558
H 2.527 -0.395 2.152
H 1.370 -1.405 2.879
H -1.311 1.482 1.967
H -1.790 -0.046 2.467
H -0.137 0.381 2.840
H -2.711 -1.328 -0.966
H -0.930 -2.038 -1.114
H -1.630 -1.139 -2.470
H -1.749 2.286 -0.381
H 0.001 1.519 -2.711
H 0.869 -0.061 -2.594
H 1.988 2.556 -2.435
*
```

One molecule with the formula C3H9O4PS in a non-equilibrium geometry, computed with ωB97M-V/def2-TZVPD.

## Properties
strongest force on any atom = 1.4 eV Å⁻¹
ΔE to the lowest compared entry with this formula, charge and spin = 0.0 kJ/mol
E = -1160.308469 Eh

```
! wB97M-V def2-TZVPD RIJCOSX def2/J DEFGRID3
* xyz 0 1
O -3.149 1.694 0.124
P -1.910 0.924 0.169
O -1.550 0.384 1.641
O -1.967 -0.407 -0.722
O -0.687 1.795 -0.300
C 0.658 1.389 -0.629
C 0.997 -0.084 -0.682
C 1.286 -0.716 0.680
S 1.445 -2.533 0.547
H -1.583 -0.568 1.710
H -1.631 -1.195 -0.296
H 1.328 1.871 0.080
H 0.884 1.832 -1.594
H 1.936 -0.147 -1.233
H 0.297 -0.670 -1.266
H 2.231 -0.339 1.051
H 0.492 -0.534 1.390
H 0.923 -2.697 -0.671
*
```

An isolated ion of composition H2NO3S and charge -1 in a non-equilibrium geometry, computed with ωB97M-V/def2-TZVPD.

## Properties
strongest force on any atom = 5.9 eV Å⁻¹
ΔE to the lowest compared entry with this formula, charge and spin = 314.8 kJ/mol
E = -679.825897 Eh

```
! wB97M-V def2-TZVPD RIJCOSX def2/J DEFGRID3
* xyz -1 1
N -1.006 -0.301 -0.126
S 0.727 0.017 -0.121
O 0.423 1.975 -0.195
O 1.292 -0.484 1.161
O 1.310 -0.611 -1.333
H -1.348 -1.123 0.516
H -1.397 0.526 0.097
*
```

An isolated ion of composition C4H6NO3S and charge -1 in a non-equilibrium geometry, computed with ωB97M-V/def2-TZVPD.

## Properties
strongest force on any atom = 5.1 eV Å⁻¹
ΔE to the lowest compared entry with this formula, charge and spin = 446.7 kJ/mol
E = -834.599363 Eh

```
! wB97M-V def2-TZVPD RIJCOSX def2/J DEFGRID3
* xyz -1 1
C 2.156 -1.276 0.124
C 1.003 1.364 -0.086
C -0.244 -0.709 0.093
C 1.002 -0.130 -0.473
N -2.707 -0.397 0.437
O 1.946 -2.297 -0.435
O 2.813 -0.841 1.015
O 0.173 2.053 -0.886
S -1.773 -0.018 -0.782
H 0.847 1.508 0.997
H 2.062 1.683 -0.251
H -0.237 -1.840 0.101
H -0.301 -0.348 1.092
H 0.887 -0.052 -1.557
H -3.577 0.110 0.456
*
```

Question: The lowest E belongs to which entry?
Answer: C86H70Cl8N2O10

Question: What is the strongest force on any atom in the sixth record?
Answer: 6.1 eV Å⁻¹